(1)
The following is a DFT calculation (ωB97M-V/def2-TZVPD) of a 4-piece molecular cluster, C21H23F5INO13P overall.

Each line ends with the Löwdin charge.
Atoms and positions in Å:
C -2.4849 -4.7490 2.9185  -0.0873
C -2.1607 -4.1330 1.5116  -0.2650
C -0.8944 -4.5019 0.8819  -0.0511
C -0.5293 -3.9220 -0.4061  -0.0326
C -1.4210 -2.9649 -1.0845  -0.2431
C -1.0764 -2.2791 -2.4433  -0.2401
P 0.2632 -0.8877 -2.2956  0.5786
N -0.1125 -0.4707 -0.5655  0.0202
C 1.0062 0.0465 0.1462  -0.4730
O 1.0032 1.2024 0.5026  0.0992
F 2.0763 -0.7022 0.5028  0.1227
C -1.1480 0.5263 -0.4233  -0.4825
O -1.9519 0.3945 0.4555  0.1439
F -1.2615 1.6540 -1.1945  0.0781
O 1.4726 0.3744 -2.3505  -0.3172
C 2.7048 -0.2137 -2.7681  -0.2733
C 2.6177 -1.8106 -2.6742  -0.7753
I 4.3714 -2.7846 -1.8070  0.8362
O 1.4721 -2.0890 -1.9004  -0.3922
C -2.7160 -2.6339 -0.4535  -0.0571
C -3.0868 -3.2137 0.8451  -0.0486
H -2.0196 -4.0820 3.6921  0.0760
H -1.9664 -5.7316 2.9932  0.0647
H -3.5862 -4.8002 3.0707  0.0665
H -0.1673 -5.2014 1.3567  0.0996
H 0.4318 -4.1620 -0.9095  0.0980
H -2.0418 -1.8203 -2.7978  0.0722
H -0.7616 -3.0282 -3.2175  0.0838
H -0.7341 -0.0615 -2.9151  0.0230
H 0.6296 -1.2268 -3.6726  0.0321
H 3.5781 0.0708 -2.1218  0.0911
H 2.8857 0.0151 -3.8470  0.1126
H 2.5202 -2.3648 -3.6438  0.0636
H -3.3986 -1.9091 -0.9528  0.0955
H -4.0668 -2.9192 1.2730  0.0927
C -0.6633 3.1094 2.2429  -0.0613
C -1.3681 4.4147 2.0782  -0.3148
O -1.9685 4.6182 3.3451  0.1344
C -1.1574 3.9869 4.2444  -0.5470
O -1.1953 4.1658 5.4192  0.1632
O -0.2990 3.1345 3.6269  0.0821
F -2.3376 4.3056 1.1391  0.0762
H -1.3162 2.2549 2.0516  0.1355
H 0.2139 3.0289 1.6055  0.1237
H -0.7133 5.2578 1.8431  0.1749
C -3.6421 3.8693 -2.0076  -0.0595
C -3.1681 4.0218 -3.4217  -0.3149
O -3.8708 5.1692 -3.8680  0.1311
C -4.0805 5.9335 -2.7575  -0.5489
O -4.3990 7.0781 -2.7845  0.1667
O -3.8729 5.2243 -1.6181  0.0730
F -3.5378 2.9621 -4.1823  0.0761
H -4.5763 3.3076 -1.9359  0.1506
H -2.8989 3.3973 -1.3680  0.1152
H -2.0928 4.1874 -3.5218  0.1782
C 6.3034 -1.0625 3.1903  -0.0700
C 5.5346 -0.4587 2.0512  -0.3176
O 5.3319 -1.5579 1.1851  0.0530
C 5.2978 -2.6618 1.9867  -0.5591
O 4.8866 -3.7218 1.6528  0.1490
O 5.7926 -2.3908 3.2283  0.0689
F 6.2748 0.4769 1.4027  0.0713
H 7.3790 -1.0913 2.9995  0.1430
H 6.1274 -0.5474 4.1338  0.1388
H 4.5687 -0.0327 2.3336  0.1764

Cartesian forces, eV/Å:
C 0.69 0.95 -0.89
C 0.10 0.20 -0.86
C -1.10 1.75 -1.55
C -1.90 0.80 0.57
C -1.12 -0.82 1.17
C -0.61 -0.93 1.52
P -0.61 -1.78 -4.62
N 1.65 1.33 0.21
C -0.66 1.79 0.17
O 0.37 -0.80 0.37
F -1.54 -0.19 -0.96
C -1.01 -0.60 2.12
O 0.37 0.51 -0.97
F 0.87 -1.28 0.02
O 1.15 -1.37 0.39
C 0.55 -0.76 -0.41
C -1.72 0.00 0.08
I -0.33 0.29 -0.20
O 1.06 0.60 0.57
C 1.76 -1.58 1.27
C 2.30 -0.34 -1.50
H -0.59 -0.57 -0.49
H -0.71 0.53 0.05
H 0.85 -0.19 0.04
H -0.87 0.61 -0.26
H -0.80 0.16 0.58
H 0.98 -0.23 0.19
H -0.06 0.64 0.84
H 0.25 0.87 1.12
H -0.25 0.33 -0.06
H -0.95 0.27 -0.59
H 0.13 0.09 0.82
H 0.30 0.85 0.69
H 0.60 -0.70 0.44
H 0.85 -0.40 -0.08
C 0.69 -0.54 -0.35
C -0.50 -0.17 -0.16
O 0.58 0.03 0.03
C 0.11 -0.29 0.64
O -0.07 -0.01 -0.21
O -0.43 0.55 0.13
F -0.18 0.31 -0.14
H -0.10 0.17 -0.06
H 0.06 -0.11 0.24
H -0.19 0.06 -0.12
C 0.22 -0.43 0.77
C -0.28 -0.41 -0.38
O 0.35 0.13 0.47
C -0.32 0.60 0.22
O 0.00 -0.21 -0.04
O 0.01 0.14 -0.60
F 0.09 0.06 -0.11
H 0.04 0.00 -0.24
H -0.05 0.21 0.08
H -0.04 -0.12 -0.12
C 0.23 0.08 0.69
C 0.20 0.23 -0.54
O -0.07 0.02 0.90
C -0.27 -0.76 -0.37
O 0.23 0.16 0.14
O -0.10 0.18 -0.29
F -0.08 0.09 -0.03
H -0.07 0.11 -0.20
H -0.10 -0.20 0.02
H 0.06 0.12 -0.13

Its charge is -1. Its strongest force on any atom is 4.991 eV Å⁻¹. Its spin multiplicity is 1. The value obtained for the HOMO-LUMO gap is 7.73 eV. As for the LUMO energy: 2.3 eV.

=====

(2)
The following is a DFT calculation (ωB97M-V/def2-TZVPD) of a 8-piece molecular cluster, C27H73N3O8 overall.

Each line ends with the Löwdin charge.
Atoms and positions in Å:
C -12.3550 -20.5070 6.1160  -0.0942
O -11.0161 -20.8822 5.9782  -0.2316
C -10.7357 -21.5282 4.7553  -0.1673
C -9.3121 -22.1272 4.7819  -0.3442
C -9.2187 -23.2591 5.8022  -0.0677
N -8.1959 -21.1640 5.0244  0.0822
H -12.7134 -19.8637 5.3123  0.0957
H -12.4793 -20.1120 7.1242  0.0997
H -12.9950 -21.3841 6.0205  0.0863
H -11.5360 -22.2469 4.5790  0.1263
H -10.7040 -20.7562 3.9864  0.1290
H -9.0490 -22.6284 3.8504  0.1415
H -8.2830 -23.8127 5.7238  0.0463
H -10.0939 -23.9059 5.7410  0.0894
H -9.3105 -22.8924 6.8246  0.0646
H -8.3711 -20.6208 5.8576  0.0566
H -8.2356 -20.4619 4.2995  0.0814
C -1.4334 -24.7275 4.7489  -0.0868
O -1.9785 -25.9815 5.2038  -0.1668
C -3.1115 -26.2948 4.4625  -0.2482
C -3.5689 -27.7283 4.6722  -0.3958
C -4.5530 -28.0211 3.5065  -0.0595
N -4.2057 -28.0213 5.9427  0.0512
H -0.8313 -24.3527 5.5765  0.0862
H -2.1752 -23.9657 4.5090  0.0771
H -0.7521 -24.8306 3.9043  0.0868
H -3.9396 -25.6374 4.7271  0.1129
H -2.8724 -26.1484 3.4092  0.1292
H -2.6616 -28.3324 4.6664  0.1365
H -5.1771 -27.1611 3.2634  0.0524
H -5.1979 -28.8816 3.6844  0.0815
H -4.2311 -28.1590 2.4743  0.0751
H -3.9202 -28.9643 6.1648  0.0918
H -3.7228 -27.5580 6.6991  0.0886
C -5.6903 -15.4712 7.3114  -0.1099
O -4.3177 -15.2045 7.4158  -0.2009
C -3.4917 -15.6068 6.3314  -0.1718
C -1.9823 -15.6719 6.7049  -0.4210
C -1.5642 -16.4837 7.9821  -0.0605
N -1.3914 -14.3931 6.8411  0.0174
H -6.1500 -14.8476 6.5446  0.0905
H -6.1755 -15.2744 8.2674  0.0875
H -5.8288 -16.5374 7.1321  0.0664
H -3.7091 -16.6590 6.1481  0.1014
H -3.6737 -14.9988 5.4452  0.1277
H -1.4730 -16.1668 5.8780  0.1305
H -0.5024 -16.3925 8.2111  0.0720
H -1.8542 -17.5246 7.8392  0.0564
H -2.0257 -16.1498 8.9114  0.0714
H -0.3953 -14.4037 7.0080  0.0727
H -1.8733 -13.9404 7.6046  0.0767
C -2.6951 -20.4807 9.3158  -0.0410
C -2.9944 -19.1357 10.0328  -0.4413
C -4.3100 -18.4672 9.5704  -0.0794
O -3.3554 -19.4803 11.3536  -0.0679
H -3.4973 -21.2186 9.3081  0.0710
H -1.8330 -20.9481 9.7916  0.0773
H -2.4474 -20.3491 8.2625  0.0674
H -2.2265 -18.3630 9.9957  0.1127
H -4.3441 -18.1144 8.5397  0.0536
H -4.6988 -17.6440 10.1697  0.0824
H -5.1221 -19.1939 9.5937  0.0673
H -3.7214 -18.7647 11.8785  0.0869
C -4.5249 -18.2841 3.0830  -0.0521
C -5.6048 -18.8701 2.1463  -0.4164
C -5.2210 -20.0484 1.1296  -0.0332
O -6.4987 -19.5531 3.0006  -0.1089
H -4.0588 -19.1449 3.5627  0.0667
H -5.0195 -17.6878 3.8496  0.0726
H -3.8176 -17.6787 2.5161  0.0781
H -6.0745 -18.0352 1.6263  0.1265
H -5.7988 -20.9686 1.2158  0.0696
H -4.1913 -20.3815 1.2597  0.0627
H -5.3212 -19.7813 0.0775  0.0567
H -5.9565 -20.1136 3.5604  0.0239
C -8.5027 -20.6944 8.7826  -0.0399
C -8.9238 -19.2310 8.5727  -0.4781
C -7.8846 -18.1140 8.9360  -0.0313
O -9.3216 -19.1461 7.2498  -0.0657
H -8.2423 -20.7985 9.8359  0.0790
H -7.6866 -21.0455 8.1510  0.0638
H -9.3453 -21.3687 8.6296  0.0698
H -9.8162 -19.0238 9.1633  0.1283
H -6.9480 -18.2466 8.3946  0.0487
H -7.7260 -18.1297 10.0143  0.0764
H -8.3529 -17.1332 8.8526  0.0766
H -9.9971 -19.8038 7.0691  0.0369
C -5.0059 -20.2822 6.3608  -0.0242
C -4.7518 -21.6454 5.6537  -0.4832
C -5.2339 -22.7935 6.5282  -0.0369
O -5.5989 -21.6409 4.5881  -0.0957
H -6.0307 -19.9126 6.3253  0.0795
H -4.4444 -19.5084 5.8372  0.0605
H -4.5852 -20.4416 7.3536  0.0444
H -3.7226 -21.8330 5.3476  0.1360
H -4.6727 -22.7800 7.4625  0.0747
H -5.0602 -23.7379 6.0124  0.0625
H -6.2926 -22.6271 6.7271  0.0684
H -6.4953 -21.5308 4.9137  0.0061
C -7.7279 -26.2279 7.2826  -0.0440
C -7.8082 -26.9290 5.9163  -0.4717
C -7.3005 -26.1091 4.6935  -0.0449
O -7.0676 -28.1329 5.9811  -0.0694
H -6.7335 -25.7834 7.3228  0.0658
H -7.7330 -26.8959 8.1439  0.0782
H -8.4351 -25.4125 7.4349  0.0572
H -8.8471 -27.1496 5.6710  0.1258
H -6.3882 -25.6192 5.0337  0.0601
H -8.0260 -25.3862 4.3204  0.0620
H -7.1286 -26.8041 3.8715  0.0696
H -6.2107 -27.8055 5.6982  0.0074

Cartesian forces, eV/Å:
C -0.58 -0.64 -0.03
O 0.52 -0.14 0.47
C 1.13 0.68 -0.27
C 0.59 -0.75 0.97
C -0.39 0.34 0.74
N -1.37 -0.22 -0.23
H 0.27 0.63 0.14
H -0.09 0.33 -0.28
H -0.14 -0.36 0.22
H 0.20 -0.33 -0.34
H -0.46 0.03 -0.43
H -0.52 0.40 -0.48
H -0.22 0.05 -0.07
H 0.16 -0.39 -0.45
H 0.30 0.32 0.11
H -0.22 0.05 0.52
H 0.27 0.24 -0.49
C 0.53 -0.34 1.07
O 0.67 1.12 0.02
C -0.50 -0.44 -0.01
C 0.58 0.04 -1.56
C -0.40 -0.15 -0.49
N -0.01 0.15 0.62
H -0.03 0.06 0.01
H -0.36 -0.20 0.02
H -0.17 -0.35 -0.27
H -0.25 0.35 -0.01
H -0.23 -0.12 -0.31
H 0.15 -0.15 -0.82
H -0.34 0.19 0.92
H -0.07 0.11 0.36
H 1.36 -0.43 0.23
H -0.63 -0.57 -0.10
H 0.05 0.82 0.06
C 0.26 -0.30 -0.08
O 1.08 0.70 0.60
C 0.40 -1.14 1.14
C 0.63 -0.70 1.09
C -1.27 -0.48 -0.42
N -0.41 2.10 -0.53
H -0.20 -0.15 -0.20
H 0.24 0.25 0.05
H -0.27 -0.14 -0.43
H -0.43 -0.24 -0.54
H 0.17 0.05 -0.09
H -0.27 -0.15 -0.32
H 0.14 -0.15 -0.63
H 0.26 -0.27 0.22
H -0.51 0.27 -0.19
H -0.11 -0.13 0.14
H 0.32 0.46 0.15
C 0.66 0.79 -0.01
C -2.90 0.32 -0.18
C -0.53 -0.36 -1.56
O 1.10 -1.28 1.46
H -0.35 0.39 0.50
H 0.02 0.00 0.05
H 0.16 0.34 -0.03
H 0.58 -0.52 -0.04
H 0.43 0.19 -0.21
H 0.64 0.18 0.35
H 0.13 -0.38 0.19
H 0.12 0.30 -0.42
C -0.23 -0.59 -1.17
C 0.40 -1.95 -0.13
C 1.04 1.07 -0.33
O -1.62 1.18 0.37
H 0.46 0.18 0.07
H -0.01 0.08 -0.12
H 0.26 -0.05 0.23
H -0.48 -0.28 0.02
H -0.43 0.43 0.61
H 0.25 0.19 0.07
H 0.11 0.38 -0.05
H 0.18 -0.64 0.30
C 0.06 0.51 1.34
C 0.45 -0.23 0.55
C -1.18 -1.09 0.25
O 0.31 1.31 -1.60
H 0.35 -0.33 0.07
H 0.14 0.34 -0.02
H -0.18 0.13 -0.17
H -0.02 -0.10 0.63
H -0.10 0.30 0.00
H 0.42 -0.54 0.09
H 0.14 0.03 -0.86
H -0.20 -0.25 -0.25
C 1.97 -0.62 0.01
C -1.48 0.54 1.74
C 0.90 0.27 0.51
O 0.79 -0.35 -3.48
H -0.18 -0.65 0.32
H 0.26 0.10 0.14
H -0.40 0.82 0.29
H 0.10 0.42 -0.11
H -0.11 -0.31 0.24
H -0.20 -0.07 0.07
H -0.03 -0.26 0.12
H -1.30 -0.09 0.12
C 0.77 0.50 -0.42
C -1.07 0.24 -0.27
C -0.42 -0.28 0.99
O -0.57 0.40 -0.26
H 0.22 0.28 0.09
H -0.45 -0.32 -0.32
H -0.17 -0.12 -0.11
H -0.19 -0.44 0.28
H 0.21 0.22 -0.53
H 0.09 0.15 0.28
H 0.17 0.04 0.16
H 1.06 -0.86 0.34

Its charge is 0. Its strongest force on any atom is 3.584 eV Å⁻¹. The SMILES is COC[C@H](C)N.COC[C@H](C)N.COC[C@H](C)N.CC(C)O.CC(C)O.CC(C)O.CC(C)O.CC(C)O. Its spin multiplicity is 1. Its energy above the lowest of the compared OMol25 structures with the same formula, charge and spin is 204.6 kJ/mol. The value obtained for the HOMO-LUMO gap is 9.53 eV. As for the LUMO energy: 0.7 eV.